Record 1
76
Properties=species:S:1:pos:R:3 method="wB97M-V/def2-TZVPD" lumo_ev="-4.02 / -3.95" e_above_lowest_kj_mol=210.5 total_charge=+1 orbital_gap_ev="5.797 / 5.897"
C -1.13502 1.32629 0.26346
C -0.45403 1.55315 -0.97281
C -1.40968 2.02974 -1.91485
H 0.62000 1.49768 -1.13687
C -2.68215 2.09734 -1.27285
C -2.50043 1.69571 0.08281
H -3.25259 1.77643 0.87047
H -0.66688 1.04507 1.20874
H -1.17241 2.39080 -2.91465
H -3.61414 2.44460 -1.71759
Sc -2.09127 -0.36611 -1.24352
Si 1.75523 -3.16249 -3.46746
C 2.96051 -2.77669 -4.82166
C 3.16072 -3.69427 -5.86475
H 2.58201 -4.62040 -5.88855
C 4.09207 -3.42281 -6.86851
H 4.24328 -4.14359 -7.67440
C 4.81812 -2.23121 -6.85298
H 5.55176 -2.03149 -7.63170
C 4.61504 -1.30596 -5.82925
H 5.18062 -0.37494 -5.81286
C 3.68416 -1.57473 -4.81986
H 3.53788 -0.84775 -4.01575
C 0.27608 -2.02816 -3.65690
C 0.39656 -0.65854 -3.87344
H 1.37889 -0.17027 -3.90728
C -0.78150 0.09313 -4.16846
H -0.67131 1.09293 -4.58630
C -2.03121 -0.26781 -3.50667
H -2.89226 0.41339 -3.49839
C -2.17101 -1.73517 -3.29399
H -3.12705 -2.18245 -3.00964
C -1.06841 -2.55018 -3.71700
H -1.19743 -3.62484 -3.83539
H 2.44542 -2.83174 -2.19431
Si -1.84619 -1.23493 -5.08436
C -3.45308 -0.97597 -6.05383
C -3.40106 -0.41186 -7.33206
H -2.46268 -0.00326 -7.71514
C -4.54756 -0.40067 -8.13440
H -4.49094 0.01296 -9.14048
C -5.74943 -0.92831 -7.64827
H -6.63402 -0.95837 -8.28483
C -5.81174 -1.42251 -6.33858
H -6.74407 -1.82090 -5.94159
C -4.66804 -1.41500 -5.52839
H -4.73362 -1.76523 -4.49386
C -0.77087 -1.89878 -6.55052
C 0.23519 -1.16170 -7.16708
H 0.43436 -0.12407 -6.88578
C 1.02439 -1.74261 -8.16456
H 1.83128 -1.17348 -8.62916
C 0.79272 -3.06645 -8.54890
H 1.41479 -3.52422 -9.32142
C -0.21937 -3.80489 -7.93534
H -0.39977 -4.84200 -8.22512
C -0.99946 -3.22360 -6.93145
H -1.78569 -3.81606 -6.45667
H 1.51286 -4.55972 -3.43683
Cl -4.41106 -0.65218 -1.37048
C 1.00816 -1.14474 -0.39151
O -0.39915 -1.50100 -0.38727
C -0.73493 -2.63647 0.47397
C -1.77616 -2.26185 1.51594
O -2.50834 -1.11228 1.08176
C -3.54993 -0.76656 2.00639
H 1.60845 -2.05008 -0.26382
H 1.21198 -0.44461 0.42621
H 1.24891 -0.68477 -1.35885
H -1.11897 -3.44273 -0.17157
H 0.16847 -2.96633 0.99819
H -2.47807 -3.09794 1.65274
H -1.27925 -2.05818 2.48199
H -4.02130 -1.67481 2.40906
H -3.15099 -0.17117 2.84282
H -4.28938 -0.19251 1.44973

---

Record 2
85
Properties=species:S:1:pos:R:3 method="wB97M-V/def2-TZVPD" lumo_ev=1.38 e_above_lowest_kj_mol=86.4 total_charge=-1 orbital_gap_ev=5.253
Cu -2.10824 -1.15624 0.65786
I -6.88642 -1.75069 2.99594
C -6.32749 -0.93314 1.15446
C -7.27019 -0.25399 0.38201
C -6.92072 0.31460 -0.81786
I -8.41254 1.31242 -1.91270
C -5.59248 0.22387 -1.30336
C -5.11689 0.79367 -2.50852
C -3.81326 0.62450 -2.88279
C -2.95049 -0.11766 -2.05827
N -3.35346 -0.63558 -0.92329
C -4.64196 -0.48201 -0.52153
C -4.97370 -1.09237 0.77658
O -4.09202 -1.68138 1.45306
H -8.28975 -0.17690 0.73789
H -5.79608 1.36390 -3.12933
H -3.43674 1.05876 -3.80209
H -1.91051 -0.30248 -2.31749
S 1.37367 1.17983 6.92140
N 1.18422 -0.31424 6.33488
C 0.46219 -0.19557 5.24039
C 0.03329 -1.29158 4.38584
C 0.36226 -2.62333 4.63026
C -0.09667 -3.58774 3.76684
C -0.88550 -3.19645 2.68546
N -1.20917 -1.93722 2.45013
C -0.75042 -0.98756 3.27160
C -1.08797 0.41549 2.93717
N -1.76771 0.62860 1.80374
C -2.08278 1.86684 1.46497
C -1.74117 2.97535 2.23827
C -1.02792 2.77156 3.39497
C -0.68513 1.47098 3.75697
C 0.09937 1.15398 4.94115
N 0.55360 2.02655 5.81508
H 0.97305 -2.86881 5.48949
H 0.14171 -4.63251 3.91558
H -1.26561 -3.92316 1.97587
H -2.62281 1.98033 0.52858
H -2.02486 3.96931 1.91931
H -0.72253 3.59507 4.02878
C 2.72268 -0.66154 1.70895
C 3.71025 -0.73935 0.54158
C 4.61352 -1.95277 0.71307
C 4.54119 0.53907 0.46610
O 3.04559 -0.91578 -0.70346
Si 1.55733 -0.39622 -1.22584
S 0.03667 -1.52487 -0.45174
O 1.65089 -0.40330 -2.88360
C 2.15823 -1.35961 -3.80752
C 1.89169 -2.78792 -3.34345
C 1.43291 -1.08992 -5.11931
C 3.65931 -1.12495 -3.96857
O 1.47694 1.20425 -0.80158
C 1.22671 2.41349 -1.50170
C 2.32304 2.68080 -2.53153
C 1.23348 3.50775 -0.44204
C -0.13964 2.33584 -2.17625
H 3.26478 -0.56332 2.65491
H 2.10362 -1.56216 1.73466
H 2.05795 0.19827 1.58901
H 5.21816 -1.86354 1.62024
H 5.27943 -2.04147 -0.14875
H 4.00545 -2.85822 0.77624
H 5.12916 0.67599 1.37890
H 3.87919 1.39856 0.33651
H 5.22047 0.48925 -0.38888
H 0.82502 -2.94017 -3.16943
H 2.40823 -2.98815 -2.40069
H 2.24608 -3.49129 -4.10207
H 0.35972 -1.24254 -4.98400
H 1.79076 -1.76041 -5.90601
H 1.60051 -0.05631 -5.43255
H 4.15759 -1.27367 -3.00838
H 3.84532 -0.10065 -4.30285
H 4.07916 -1.81798 -4.70399
H 3.29720 2.72600 -2.03628
H 2.13905 3.63418 -3.03480
H 2.34721 1.88051 -3.27188
H 2.22063 3.56827 0.02300
H 0.50060 3.27568 0.33469
H 0.99190 4.47858 -0.88382
H -0.13112 1.54358 -2.93031
H -0.39162 3.28368 -2.65997
H -0.90537 2.09733 -1.43386

---

Record 3
80
Properties=species:S:1:pos:R:3 method="wB97M-V/def2-TZVPD" lumo_ev="-4.95 / -4.84" e_above_lowest_kj_mol=123.3 total_charge=+2 orbital_gap_ev="8.098 / 8.202" s2=0.756 spin_multiplicity=2
Ti -0.37632 1.60284 0.41134
C -3.28100 2.69189 0.83580
N -2.57675 2.10444 -0.31166
C -3.23316 0.95124 -0.87806
C -2.65620 -0.24419 -0.18341
N -1.71300 -0.12499 0.70602
C -1.52107 -1.40549 1.30529
C -0.76291 -1.77723 2.42001
C -0.89259 -3.08983 2.78584
C -1.63947 -4.02057 2.08860
C -2.43789 -3.65553 1.01212
C -2.38116 -2.32428 0.65247
N -3.05984 -1.53926 -0.32936
C -2.55027 2.54327 2.08761
N -1.30440 2.19656 2.21419
C -1.04089 2.14529 3.58533
C 0.11927 1.79929 4.28208
C 0.04911 1.93404 5.64890
C -1.08769 2.41398 6.31162
C -2.22183 2.76892 5.61559
C -2.18691 2.58052 4.23677
N -3.17126 2.77589 3.27164
H -4.25432 2.25534 1.03790
H -3.39837 3.77406 0.65565
H -2.60082 2.83698 -1.04709
H -3.03505 0.94811 -1.92453
H -4.30780 0.99496 -0.75433
H -0.26848 -1.04687 3.02844
H -0.39375 -3.40267 3.69456
H -1.68499 -5.02727 2.42726
H -3.18162 -4.36337 0.59702
H -3.82880 -1.91894 -0.83993
H 0.99162 1.46549 3.79291
H 0.89364 1.74343 6.30919
H -0.98443 2.54197 7.40258
H -3.10818 3.16378 6.16975
H -4.10130 3.17970 3.40603
I 1.47492 3.62244 1.06040
C -0.14917 3.63428 -0.35954
H 0.37990 3.79965 -1.30297
H -0.87298 4.42285 -0.21635
C 2.48849 -0.99804 2.84056
Te 2.12116 -0.28969 0.84121
C 1.70369 -2.22024 0.04530
H 2.88337 -1.98995 2.77850
H 1.60863 -0.95615 3.46519
H 3.22001 -0.40351 3.36959
H 1.32624 -2.76387 0.95050
H 2.59165 -2.70562 -0.40057
H 0.90275 -2.17284 -0.64415
O 0.32309 0.96385 -1.41447
S 0.19758 1.53333 -2.83309
C 1.80118 1.24804 -3.80229
C 2.92584 0.76798 -2.92850
C 3.66675 1.63977 -2.08548
C 4.77690 1.17947 -1.41116
C 5.14396 -0.16144 -1.40556
C 4.38796 -1.05894 -2.19253
C 3.24454 -0.61453 -2.86352
C -0.80067 0.25902 -3.64786
C -0.17936 -1.12329 -3.79218
C -0.19428 -1.95244 -2.72206
C 0.46534 -3.17900 -2.81510
C 1.00715 -3.62997 -4.00665
C 0.87746 -2.81148 -5.16936
C 0.26371 -1.57322 -5.04355
H 2.05978 2.23628 -4.16152
H 1.55981 0.60998 -4.65122
H 3.42134 2.69484 -2.03273
H 5.34171 1.88484 -0.82194
H 6.04980 -0.51829 -0.98771
H 4.65159 -2.09458 -2.28695
H 2.66892 -1.32031 -3.43032
H -1.12912 0.63877 -4.59353
H -1.71239 0.22248 -3.14490
H -0.71707 -1.71874 -1.79095
H 0.46714 -3.88281 -2.01255
H 1.41477 -4.63281 -4.00204
H 1.32712 -3.10035 -6.14708
H 0.19969 -0.95722 -5.95500